1.
{
  "formula": "C6H13NOS3",
  "method": "ωB97M-V/def2-TZVPD",
  "e_homo_ev": -7.61,
  "homo_lumo_gap_ev": 7.89,
  "charge": 0,
  "elements": ["C", "C", "C", "C", "C", "C", "H", "H", "H", "H", "H", "H", "H", "H", "H", "H", "H", "H", "H", "N", "O", "S", "S", "S"],
  "positions_angstrom": [[3.891, 1.050, 1.038], [3.535, -1.285, -0.343], [0.334, -0.615, -0.361], [-3.220, 1.699, -0.086], [-4.157, 0.494, 0.062], [-3.384, -0.788, 0.108], [3.219, 1.490, 0.297], [4.926, 1.145, 0.700], [3.777, 1.590, 1.980], [4.470, -0.985, -0.821], [3.473, -2.377, -0.303], [1.063, -2.094, -1.579], [0.723, 0.293, 0.097], [-2.599, 1.613, -0.985], [-2.556, 1.783, 0.781], [-3.798, 2.624, -0.165], [-4.773, 0.584, 0.961], [-4.829, 0.449, -0.807], [-2.769, -0.975, -0.778], [1.300, -1.335, -0.952], [2.527, -0.762, -1.211], [3.456, -0.677, 1.347], [-1.238, -1.065, -0.296], [-3.370, -1.857, 1.317]]
}



2.
{
  "formula": "C2HCl4N2S2",
  "method": "ωB97M-V/def2-TZVPD",
  "e_homo_ev": -14.51,
  "homo_lumo_gap_ev": 8.80,
  "charge": 1,
  "elements": ["C", "C", "N", "N", "S", "S", "Cl", "Cl", "Cl", "Cl", "H"],
  "positions_angstrom": [[-0.594, -1.332, 0.425], [0.691, -2.096, 0.173], [-1.768, -1.840, 0.186], [-0.552, -0.122, 0.927], [-2.071, 0.569, 1.375], [-3.165, -0.979, 0.467], [0.361, -3.797, -0.029], [1.189, -1.302, -1.375], [1.906, -1.772, 1.405], [-3.729, -0.548, -1.379], [0.349, 0.185, 1.241]]
}



3.
{
  "formula": "C19H45IN2O5PS2",
  "method": "ωB97M-V/def2-TZVPD",
  "e_homo_ev": -10.67,
  "homo_lumo_gap_ev": 7.18,
  "charge": 1,
  "elements": ["C", "C", "O", "C", "C", "O", "C", "P", "I", "C", "C", "C", "S", "C", "S", "N", "C", "C", "C", "C", "N", "C", "C", "C", "H", "H", "H", "H", "H", "H", "H", "H", "H", "H", "H", "H", "H", "H", "H", "H", "H", "H", "H", "H", "H", "H", "H", "H", "H", "H", "H", "H", "H", "H", "H", "H", "H", "C", "O", "H", "H", "H", "H", "C", "O", "H", "H", "H", "H", "C", "O", "H", "H", "H", "H"],
  "positions_angstrom": [[-1.622, -3.561, 2.327], [-0.497, -3.416, 1.395], [-0.967, -2.595, 0.341], [-0.161, -2.544, -0.801], [-0.908, -1.749, -1.754], [-1.091, -0.450, -1.213], [-1.834, 0.411, -1.997], [-2.852, 1.109, -0.723], [-4.172, 2.824, -1.706], [-1.771, 1.881, 0.491], [-0.538, 2.510, -0.060], [0.362, 2.971, 1.074], [2.056, 3.054, 0.624], [2.526, 1.427, 0.434], [1.647, 0.162, 0.891], [3.755, 1.430, -0.158], [4.663, 0.397, 0.336], [4.944, 0.446, 1.789], [3.698, 1.304, -1.640], [2.454, 1.743, -2.339], [-3.721, -0.147, -0.230], [-4.738, -0.033, 0.540], [-4.948, 0.973, 1.554], [-5.747, -1.025, 0.445], [-2.310, -4.266, 1.947], [-1.311, -3.880, 3.292], [-2.144, -2.637, 2.401], [-0.233, -4.380, 1.023], [0.353, -2.938, 1.839], [0.031, -3.512, -1.199], [0.768, -2.071, -0.559], [-0.422, -1.712, -2.707], [-1.855, -2.222, -1.892], [-1.243, 1.172, -2.455], [-2.433, -0.116, -2.707], [-2.354, 2.653, 0.934], [-1.589, 1.146, 1.241], [-0.802, 3.361, -0.636], [0.029, 1.853, -0.667], [0.229, 2.320, 1.900], [0.093, 3.946, 1.397], [4.303, -0.571, 0.072], [5.576, 0.549, -0.180], [5.624, 1.224, 2.012], [5.422, -0.468, 2.060], [4.069, 0.528, 2.382], [4.496, 1.864, -2.047], [3.884, 0.287, -1.904], [2.054, 2.639, -1.943], [2.718, 1.956, -3.342], [1.727, 0.974, -2.375], [-4.044, 1.291, 1.995], [-5.508, 1.793, 1.174], [-5.544, 0.550, 2.318], [-5.503, -1.809, 1.127], [-5.788, -1.432, -0.531], [-6.677, -0.640, 0.764], [-7.219, 4.583, 0.527], [-6.346, 4.345, 1.635], [-8.193, 4.181, 0.784], [-7.316, 5.650, 0.322], [-6.846, 4.066, -0.359], [-5.484, 4.712, 1.416], [2.567, -5.342, 1.457], [2.164, -5.008, 0.124], [2.664, -4.410, 2.007], [1.821, -5.968, 1.952], [3.527, -5.858, 1.468], [2.075, -5.830, -0.372], [7.278, -0.183, -2.808], [7.284, 0.539, -1.576], [6.372, -0.779, -2.827], [7.271, 0.495, -3.664], [8.144, -0.846, -2.884], [8.081, 1.079, -1.555]]
}



4.
{
  "formula": "C22H24N2O4S",
  "method": "ωB97M-V/def2-TZVPD",
  "e_homo_ev": -8.02,
  "homo_lumo_gap_ev": 8.32,
  "charge": 0,
  "smiles": "CCCNc1c(NS(=O)(=O)c2ccc3c(c2)CCCC3)c(=O)oc2ccccc12",
  "elements": ["C", "C", "C", "N", "C", "C", "N", "S", "O", "O", "C", "C", "C", "C", "C", "C", "C", "C", "C", "C", "C", "O", "O", "C", "C", "C", "C", "C", "C", "H", "H", "H", "H", "H", "H", "H", "H", "H", "H", "H", "H", "H", "H", "H", "H", "H", "H", "H", "H", "H", "H", "H", "H"],
  "positions_angstrom": [[-2.320, -3.154, 1.666], [-2.663, -3.503, 0.223], [-3.497, -2.408, -0.447], [-2.670, -1.297, -0.860], [-2.848, 0.017, -0.618], [-1.769, 0.879, -0.680], [-0.489, 0.410, -1.060], [0.258, -0.589, 0.104], [-0.471, -0.473, 1.337], [0.331, -1.906, -0.473], [1.895, 0.097, 0.269], [2.026, 1.399, 0.714], [3.297, 1.935, 0.838], [4.411, 1.169, 0.529], [4.259, -0.145, 0.078], [2.989, -0.680, -0.057], [5.513, -0.886, -0.260], [6.379, -0.033, -1.198], [6.556, 1.411, -0.695], [5.814, 1.676, 0.624], [-1.814, 2.227, -0.202], [-0.832, 2.945, -0.129], [-3.014, 2.705, 0.230], [-4.141, 1.970, 0.094], [-5.336, 2.612, 0.413], [-6.539, 1.970, 0.222], [-6.558, 0.693, -0.326], [-5.379, 0.042, -0.617], [-4.137, 0.640, -0.366], [-1.752, -2.228, 1.710], [-1.718, -3.942, 2.110], [-3.226, -3.038, 2.259], [-1.741, -3.649, -0.342], [-3.231, -4.435, 0.196], [-3.999, -2.827, -1.331], [-4.253, -2.061, 0.260], [-1.708, -1.554, -1.049], [0.105, 1.213, -1.239], [1.147, 1.982, 0.943], [3.419, 2.953, 1.177], [2.827, -1.687, -0.409], [6.070, -1.085, 0.660], [5.284, -1.843, -0.728], [5.903, -0.019, -2.180], [7.351, -0.515, -1.315], [7.613, 1.637, -0.553], [6.172, 2.106, -1.444], [5.831, 2.742, 0.853], [6.328, 1.150, 1.435], [-5.286, 3.622, 0.788], [-7.463, 2.471, 0.467], [-7.500, 0.209, -0.532], [-5.419, -0.925, -1.087]]
}



5.
{
  "formula": "C12H23N2O2P2SZr",
  "method": "ωB97M-V/def2-TZVPD",
  "e_homo_ev": [-18.46, -18.45],
  "homo_lumo_gap_ev": [3.94, 3.94],
  "charge": 3,
  "elements": ["Zr", "P", "C", "C", "N", "C", "C", "C", "C", "C", "P", "H", "H", "H", "H", "H", "H", "H", "H", "O", "H", "H", "O", "H", "C", "H", "H", "H", "C", "H", "H", "H", "C", "H", "H", "H", "C", "H", "H", "H", "S", "C", "N"],
  "positions_angstrom": [[-1.116, -0.573, -0.113], [0.195, -2.048, 1.593], [1.595, -0.954, 1.640], [1.975, -0.181, 0.498], [1.036, 0.096, -0.486], [1.346, 0.860, -1.557], [2.638, 1.353, -1.716], [3.611, 1.125, -0.748], [3.267, 0.357, 0.353], [0.283, 1.176, -2.633], [-1.402, 1.193, -1.997], [3.962, 0.142, 1.140], [2.851, 1.969, -2.586], [4.616, 1.534, -0.845], [0.498, 2.158, -3.070], [0.358, 0.433, -3.445], [1.309, 0.729, 2.816], [2.386, -1.158, 2.367], [-0.672, 1.546, 2.441], [0.846, 1.580, 3.014], [1.120, 1.742, 3.944], [-2.663, -0.613, 0.731], [-1.495, 1.365, 1.890], [-1.945, 2.249, 1.875], [-1.701, 2.885, -1.414], [-1.557, 3.613, -2.222], [-2.738, 2.950, -1.060], [-1.017, 3.121, -0.587], [-2.457, 1.082, -3.486], [-3.515, 1.137, -3.171], [-2.248, 1.916, -4.182], [-2.279, 0.116, -3.993], [0.815, -3.763, 1.335], [1.363, -4.112, 2.228], [-0.065, -4.416, 1.158], [1.476, -3.772, 0.451], [-0.488, -2.101, 3.291], [-1.269, -2.880, 3.323], [0.297, -2.346, 4.015], [-0.939, -1.123, 3.523], [-1.357, -2.432, -1.857], [-2.915, -2.841, -1.403], [-4.004, -3.111, -1.056]]
}



6.
{
  "formula": "C11H15NO2S",
  "method": "ωB97M-V/def2-TZVPD",
  "e_homo_ev": [-8.74, -9.33],
  "homo_lumo_gap_ev": [8.23, 9.15],
  "charge": 0,
  "elements": ["C", "C", "C", "C", "C", "C", "C", "C", "C", "C", "C", "N", "O", "O", "S", "H", "H", "H", "H", "H", "H", "H", "H", "H", "H", "H", "H", "H", "H", "H"],
  "positions_angstrom": [[-0.758, -1.333, -0.105], [-0.951, 0.639, 1.120], [-2.117, -1.544, -0.039], [-2.324, 0.477, 1.213], [-0.125, -0.212, 0.356], [-2.930, -0.547, 0.460], [-4.786, 0.596, -1.949], [2.038, -1.211, 0.973], [1.826, 1.370, 0.757], [1.771, -0.112, -1.289], [1.384, -0.038, 0.154], [-4.784, 0.845, -0.356], [-4.958, 1.895, 0.270], [-5.025, -0.216, 1.859], [-4.679, -0.673, 0.467], [-0.235, -2.074, -0.722], [-0.357, 1.378, 1.765], [-2.422, -2.391, -0.651], [-2.975, 1.176, 1.706], [-4.413, -0.439, -2.054], [-4.554, 1.562, -2.408], [3.036, -0.922, 0.882], [1.716, -1.333, 2.006], [1.768, -2.159, 0.550], [2.880, 1.700, 0.745], [1.356, 2.068, 0.201], [1.530, 1.354, 1.803], [1.028, 0.411, -1.860], [2.707, 0.379, -1.444], [1.946, -1.146, -1.595]]
}